1.
Entry from the Open Molecules 2025 dataset: an isolated molecule of CHBrN4O (the ωB97M-V functional and the def2-TZVPD basis).

Each atom is followed by the atoms it is bonded to, with distances in Å.
Positions of all 8 atoms, in Å:
1 O -1.387 -0.764 -0.584  C2 1.447, H8 0.967
2 C -0.093 -0.260 -0.177  O1 1.447, Br3 2.014, N4 1.438, N7 1.432
3 Br 1.190 -1.800 0.011  C2 2.014
4 N -0.047 0.400 1.100  C2 1.438, N5 1.217
5 N 0.566 1.443 0.966  N4 1.217, N6 1.438
6 N 0.974 1.588 -0.406  N5 1.438, N7 1.216
7 N 0.575 0.646 -1.063  C2 1.432, N6 1.216
8 H -1.777 -1.251 0.154  O1 0.967

Output
SMILES string = OC1(Br)N=NN=N1
multiplicity = 1
total charge = 0
calculated total energy = -79100.2101 eV
E_HOMO = -11.17 eV
orbital gap = 9.1739 eV



2.
Entry from the Open Molecules 2025 dataset: a cluster of 2 separate species, C5H13NO in total (the ωB97M-V functional and the def2-TZVPD basis).

Each atom is followed by the atoms it is bonded to, with distances in Å.
Positions of all 20 atoms, in Å:
1 C -1.172 -0.773 -1.061  C4 1.538, H7 1.029, H8 1.140, H9 1.076
2 N 1.141 -2.492 -0.732  C3 1.485, H10 0.990, H11 0.972
3 C 1.229 -1.057 -0.361  N2 1.485, C4 1.368, C6 1.540
4 C 0.091 -0.299 -0.322  C1 1.538, C3 1.368, C5 1.495
5 C -0.009 1.043 0.329  C4 1.495, H12 1.080, H13 1.109, H14 1.127
6 C 2.667 -0.590 -0.070  C3 1.540, H15 1.132, H16 1.037, H17 1.152
7 H -0.930 -1.366 -1.867  C1 1.029
8 H -1.829 0.071 -1.455  C1 1.140
9 H -1.734 -1.503 -0.506  C1 1.076
10 H 0.247 -2.772 -1.052  N2 0.990
11 H 1.852 -2.669 -1.369  N2 0.972
12 H 1.016 1.212 0.623  C5 1.080
13 H -0.702 1.199 1.181  C5 1.109
14 H -0.219 1.789 -0.491  C5 1.127
15 H 3.471 -1.361 -0.274  C6 1.132
16 H 2.778 0.340 -0.513  C6 1.037
17 H 2.628 -0.474 1.076  C6 1.152
18 H -4.297 3.298 2.317  O20 1.042
19 H -2.848 3.604 2.202  O20 0.977
20 O -3.382 2.799 2.345  H18 1.042, H19 0.977

Output
multiplicity = 2
total charge = +1
calculated total energy = -8924.4870 eV
E_HOMO (spin up / spin down) = -14.00 / -14.00 eV
orbital gap (spin up / spin down) = 10.5744 / 6.7948 eV



3.
Entry from the Open Molecules 2025 dataset: a cluster of 2 separate species, CH2N2O in total (the ωB97M-V functional and the def2-TZVPD basis).

Each atom is followed by the atoms it is bonded to, with distances in Å.
Positions of all 6 atoms, in Å:
1 C 1.415 -0.175 1.257  N2 1.154
2 N 1.678 -0.999 2.021  C1 1.154
3 N -0.824 0.330 -0.922  O4 1.247, H5 1.088, H6 1.070
4 O 0.047 1.200 -0.721  N3 1.247
5 H -0.442 -0.689 -0.920  N3 1.088
6 H -1.874 0.333 -0.716  N3 1.070

Output
multiplicity = 1
total charge = 0
calculated total energy = -6090.4928 eV
E_HOMO (spin up / spin down) = -11.37 / -9.58 eV
orbital gap (spin up / spin down) = 10.7071 / 5.8541 eV



Across the entries above, energy relative to the best compared isomer or geometry (same formula, charge and spin) takes the values 18.2, 121.9, 629.0 kJ/mol, respectively.